[1]
{
  "formula": "C19H48GaN4O2",
  "method": "wB97M-V/def2-TZVPD",
  "e_lumo_ev": 2.425,
  "charge": -1,
  "homo_energy_ev": -4.964,
  "largest_force_ev_per_a": 5.17,
  "species": ["Ga", "O", "O", "N", "N", "N", "N", "C", "C", "C", "C", "C", "C", "C", "C", "C", "C", "C", "C", "C", "C", "C", "C", "C", "C", "C", "H", "H", "H", "H", "H", "H", "H", "H", "H", "H", "H", "H", "H", "H", "H", "H", "H", "H", "H", "H", "H", "H", "H", "H", "H", "H", "H", "H", "H", "H", "H", "H", "H", "H", "H", "H", "H", "H", "H", "H", "H", "H", "H", "H", "H", "H", "H", "H"],
  "coordinates": [[3.3389, 2.1400, -3.3066], [4.2535, 2.1300, -1.6027], [6.0039, -0.8222, -4.3521], [-0.5704, 1.8490, -1.5697], [-5.6397, 0.3138, -0.5141], [-0.2955, -0.7262, 5.2366], [4.1757, 3.6270, -4.3106], [-3.6284, 0.8416, 0.9767], [6.6002, -0.4437, -3.0405], [0.0177, -0.4398, 2.7134], [2.1883, -0.8345, 5.6045], [0.3982, -0.1551, -2.8757], [0.3839, 1.4431, -2.5112], [6.9917, -1.7715, -2.1470], [-5.0891, 0.2949, -1.8714], [-5.9195, -1.0239, 0.0140], [-1.5720, -1.4331, 5.3649], [-6.7275, -1.0323, 1.3083], [-0.2036, 0.1813, 4.0888], [5.3013, 0.3421, -4.9553], [-1.8698, -2.5440, 4.3600], [-4.9837, 1.2473, 0.4066], [0.8668, -1.5859, 5.4741], [1.3311, 2.6088, -3.1670], [3.7475, 0.4289, -4.4265], [-3.7176, -0.3471, -2.0696], [0.1601, -0.7315, -1.8579], [-0.5253, 2.8820, -1.4267], [7.4117, -1.3994, -1.0956], [4.0379, 4.4981, -3.7525], [-6.1785, -0.5742, 2.1388], [-3.6297, -1.3135, -1.5664], [-3.5448, -0.5189, -3.1378], [5.8966, 0.2609, -2.4229], [-2.1585, -2.1390, 3.3871], [0.7605, -1.2408, 2.7281], [-1.6191, -1.8696, 6.3688], [1.2474, 3.5872, -2.4896], [3.5473, -0.5409, -3.7677], [0.9738, -2.3481, 4.6968], [2.1451, -0.0886, 6.4042], [-5.0021, -1.5984, 0.1713], [-2.3961, -0.7079, 5.3399], [-1.1025, 0.8114, 4.0502], [-3.5978, -0.2064, 1.2838], [-1.0245, -3.2234, 4.2226], [2.9598, 0.3574, -5.3203], [6.0991, -2.4971, -1.9321], [-0.9130, -0.8308, 2.2956], [2.4689, -0.3312, 4.6724], [-5.6638, 1.4387, 1.2455], [-5.8002, -0.2300, -2.5190], [7.6270, 0.1134, -3.2695], [-2.9140, 0.3062, -1.7214], [5.2372, 0.1074, -6.1233], [-6.9505, -2.0654, 1.6016], [0.9767, 2.9224, -4.2619], [0.6092, 0.8933, 4.2769], [0.3810, 0.3264, 2.0189], [-5.0575, 1.3183, -2.2678], [2.9947, -1.5378, 5.8454], [-3.4079, 1.4460, 1.8642], [0.7180, -2.1233, 6.4209], [5.1819, 3.4125, -4.4881], [-6.5118, -1.5771, -0.7280], [-7.6793, -0.5062, 1.1870], [5.8932, 1.3544, -4.8523], [4.5879, 3.0788, -1.4221], [-2.8223, 1.0224, 0.2617], [-4.8823, 2.2270, -0.0795], [7.8823, -2.3106, -2.6879], [-0.5105, -0.4264, -3.5928], [1.4280, -0.5728, -3.2433], [-2.7150, -3.1431, 4.7164]],
  "atomic_forces_ev_per_a": [[0.583, 0.096, -0.553], [0.414, 2.061, 0.007], [0.229, 2.042, 1.341], [3.534, -1.872, -3.271], [-0.149, 0.161, -0.141], [-0.273, 0.060, 0.193], [-0.011, -0.115, 0.501], [0.391, 0.185, 0.029], [0.570, -0.173, 0.372], [-0.074, 0.118, -0.373], [0.065, 0.118, -0.165], [-0.511, -0.032, 1.207], [-2.766, 2.666, 2.158], [0.505, 0.694, -0.002], [-0.137, -0.117, -0.121], [-0.109, 0.250, -0.018], [0.140, 0.054, 0.192], [0.066, 0.081, 0.157], [0.263, 0.178, 0.129], [-1.209, -0.447, -1.392], [-0.280, -0.142, -0.208], [-0.300, -0.027, 0.212], [-0.060, 0.225, 0.101], [-1.304, -0.047, 0.207], [-0.130, -1.223, 0.050], [0.318, 0.133, -0.087], [0.454, 1.378, -2.142], [0.326, -0.988, -0.514], [-0.946, -0.693, -2.267], [0.757, -0.842, -0.743], [-0.100, -0.040, -0.121], [-0.040, 0.062, -0.018], [-0.027, 0.015, 0.094], [1.181, -1.248, -1.258], [0.125, -0.103, 0.068], [-0.039, 0.030, 0.035], [0.205, 0.040, 0.022], [-0.125, -2.140, -1.352], [0.590, 1.827, -1.417], [0.088, -0.171, -0.118], [-0.067, -0.042, -0.121], [0.134, -0.175, 0.054], [0.255, 0.067, -0.093], [0.019, -0.267, 0.190], [-0.043, 0.003, -0.029], [-0.054, 0.095, 0.001], [1.852, 0.148, 1.696], [1.677, 1.442, -0.648], [0.173, -0.049, -0.002], [-0.045, -0.057, 0.167], [-0.060, -0.160, -0.113], [-0.146, -0.052, 0.185], [-2.103, -0.939, 0.566], [0.012, -0.153, -0.018], [0.452, 0.423, 2.475], [0.068, 0.147, -0.095], [0.609, -0.925, 2.267], [-0.026, -0.189, 0.099], [-0.070, -0.129, 0.064], [-0.021, -0.055, 0.283], [-0.179, 0.074, -0.049], [-0.024, -0.053, -0.072], [-0.271, 0.069, -0.181], [-1.089, 0.761, 0.510], [0.230, 0.224, -0.105], [0.137, 0.022, -0.011], [-0.970, -2.062, 0.134], [-0.867, -2.426, -0.575], [0.001, -0.152, 0.101], [-0.061, -0.294, -0.176], [-1.871, 0.747, 1.039], [2.154, 0.723, 1.289], [-2.094, 1.136, 0.386], [0.075, 0.044, -0.012]],
  "lowdin_charge": [0.2960, -0.3632, -0.2531, 0.0141, -0.1910, -0.1921, -0.1401, -0.0903, -0.2500, -0.0813, -0.0959, -0.0845, -0.3577, -0.1197, -0.2538, -0.2749, -0.2556, -0.1002, -0.2467, -0.2766, -0.0933, -0.2489, -0.2754, -0.2172, -0.2420, -0.0945, 0.0825, 0.0120, 0.0810, -0.0439, 0.0624, 0.0661, 0.0699, 0.1122, 0.0516, 0.0696, 0.1034, 0.0576, 0.0530, 0.0939, 0.0759, 0.0934, 0.1104, 0.1108, 0.0601, 0.0667, 0.0621, 0.0760, 0.0484, 0.0680, 0.0958, 0.1021, 0.1248, 0.0359, 0.1189, 0.0696, 0.0700, 0.1015, 0.0807, 0.1122, 0.0714, 0.0704, 0.1146, -0.0515, 0.1156, 0.0748, 0.1040, 0.0016, 0.0474, 0.1155, 0.0690, 0.0814, 0.0504, 0.0686]
}


[2]
{
  "formula": "C18H20N2O5",
  "method": "wB97M-V/def2-TZVPD",
  "e_lumo_ev": 0.606,
  "homo_energy_ev": -7.362,
  "largest_force_ev_per_a": 1.32,
  "smiles": "CCOC(=O)c1cc(NC(=O)c2ccco2)ccc1N1CCOCC1",
  "species": ["O", "O", "O", "O", "O", "N", "N", "C", "C", "C", "C", "C", "C", "C", "C", "C", "C", "C", "C", "C", "C", "C", "C", "C", "C", "H", "H", "H", "H", "H", "H", "H", "H", "H", "H", "H", "H", "H", "H", "H", "H", "H", "H", "H", "H"],
  "coordinates": [[-0.1997, -3.8586, 3.9144], [-1.3769, 2.5451, -4.4364], [2.7993, 0.5530, 0.2579], [-3.6925, 0.8479, -2.3172], [2.2606, 0.3843, 2.4237], [-0.0208, -1.3045, 2.6908], [-1.4372, 1.2129, -2.0931], [0.5678, 0.0476, 0.7663], [0.1863, 0.6297, -0.4396], [-3.5504, 2.3322, -4.8988], [-2.9352, 3.0546, -5.9434], [-1.6189, 3.1518, -5.6071], [-2.5588, 2.0407, -3.9978], [-2.0920, -0.0003, -0.0627], [-1.3431, -3.0394, 3.8128], [-1.1305, 0.6055, -0.8735], [4.1239, 0.9103, 0.6473], [-2.6421, 1.3061, -2.7240], [0.6784, -3.6312, 2.8374], [-0.9344, -1.5623, 3.7793], [1.9334, 0.3170, 1.2612], [-0.3876, -0.6384, 1.5518], [4.9202, 1.2369, -0.6022], [-1.7211, -0.6084, 1.1136], [1.1370, -2.1655, 2.7527], [4.0743, 1.7683, 1.3275], [-0.6512, 1.6398, -2.5656], [-2.4846, -1.0992, 1.6967], [-1.9545, -3.2580, 4.6898], [1.7472, -2.0465, 1.8591], [0.1829, -3.9048, 1.8912], [0.9377, 1.1376, -1.0260], [5.9394, 1.4936, -0.3286], [-4.5802, 2.0567, -4.8074], [1.7386, -1.9046, 3.6301], [-0.7852, 3.6115, -6.1009], [-1.9059, -3.2954, 2.9012], [4.5703, 0.0721, 1.1953], [4.9357, 0.3797, -1.2700], [-3.4051, 3.4470, -6.8215], [-3.1220, -0.0063, -0.3784], [-0.4029, -1.3334, 4.7118], [-1.8049, -0.9125, 3.7085], [1.5337, -4.2893, 2.9990], [4.4709, 2.0769, -1.1252]],
  "atomic_forces_ev_per_a": [[0.011, -0.040, 0.152], [0.245, -0.165, 0.389], [-0.151, -0.080, -0.299], [-0.050, 0.045, -0.086], [0.000, -0.020, -0.266], [-0.006, -0.109, 0.319], [0.220, 0.265, -0.373], [-0.398, -0.127, -0.060], [-0.248, -0.101, -0.035], [0.529, -0.302, 0.739], [0.582, 0.112, 0.028], [-0.495, 0.243, -0.625], [-1.144, 0.111, -0.642], [-0.013, 0.124, -0.153], [-0.133, 0.334, 0.083], [0.014, -0.236, 0.484], [0.461, 0.158, 0.255], [0.419, 0.007, 0.129], [0.308, 0.207, -0.230], [-0.160, -0.336, 0.043], [0.265, 0.213, 0.439], [0.038, 0.291, -0.380], [-0.389, -0.144, 0.231], [0.244, -0.007, 0.145], [-0.007, -0.471, 0.062], [0.031, -0.167, -0.072], [-0.199, -0.045, 0.010], [-0.040, -0.089, 0.041], [-0.035, 0.041, -0.070], [0.012, -0.042, 0.084], [0.061, 0.006, 0.063], [0.062, 0.042, -0.062], [0.107, 0.030, 0.009], [-0.202, -0.097, 0.094], [0.058, -0.028, -0.097], [0.163, 0.023, 0.021], [0.015, 0.025, 0.070], [-0.081, 0.156, -0.037], [0.061, -0.060, -0.095], [-0.026, 0.109, -0.202], [-0.025, -0.017, 0.004], [-0.121, 0.008, 0.013], [0.017, 0.009, 0.038], [-0.009, 0.028, -0.081], [0.009, 0.097, -0.080]],
  "lowdin_charge": [-0.1302, 0.0408, -0.0182, 0.0797, 0.1141, -0.0905, 0.1415, -0.0552, 0.0493, 0.0126, -0.0481, -0.1059, -0.1846, 0.0098, -0.1883, -0.2065, -0.2259, -0.4043, -0.1816, -0.1268, -0.4543, -0.1647, -0.0647, 0.0038, -0.1288, 0.1282, 0.1416, 0.1057, 0.1258, 0.1254, 0.1299, 0.1239, 0.0767, 0.1198, 0.1325, 0.1230, 0.1241, 0.1283, 0.0767, 0.1036, 0.1032, 0.1343, 0.1222, 0.1260, 0.0759]
}


[3]
{
  "formula": "C7H9N",
  "method": "wB97M-V/def2-TZVPD",
  "e_lumo_ev": 0.652,
  "homo_energy_ev": -8.303,
  "largest_force_ev_per_a": 4.88,
  "smiles": "c1ccncc1.C=C",
  "species": ["N", "C", "C", "C", "C", "C", "C", "C", "H", "H", "H", "H", "H", "H", "H", "H", "H"],
  "coordinates": [[-0.0164, -0.1896, 0.4553], [0.7100, -1.2388, 0.1477], [-2.0305, -0.2013, -0.0866], [-3.3506, 0.0905, -0.1573], [2.5816, 0.1572, -0.1656], [2.0823, -1.1257, -0.0659], [1.7282, 1.2633, -0.1378], [0.4366, 1.0126, 0.3459], [2.6398, -2.0265, -0.1845], [-1.2102, 0.3286, -0.5655], [3.7271, 0.2689, -0.3681], [0.1947, -2.1107, 0.0295], [-4.0873, -0.5276, 0.2574], [-1.8401, -1.1670, 0.3869], [-3.6972, 1.0518, -0.5653], [2.1378, 2.3411, 0.1660], [-0.0060, 2.0733, 0.5080]],
  "atomic_forces_ev_per_a": [[2.227, -0.037, 2.661], [2.188, 2.411, 0.176], [-4.506, -0.911, -1.651], [2.010, 1.860, -0.505], [2.946, 0.518, -1.186], [-1.318, 0.156, -0.363], [1.535, 1.339, 2.969], [2.770, 3.565, -0.770], [0.638, -0.252, -0.112], [-2.626, -0.066, -0.791], [-2.263, -0.007, 0.486], [-1.239, -2.615, 0.178], [-0.874, -0.824, 0.702], [0.003, 0.215, -0.503], [0.113, -0.487, 0.012], [-0.710, -2.323, -1.666], [-0.893, -2.542, 0.361]],
  "lowdin_charge": [-0.0810, -0.1051, -0.1225, -0.0456, -0.1013, -0.0547, -0.0778, -0.1880, 0.0962, 0.0428, 0.1362, 0.0894, 0.0121, 0.0624, 0.0415, 0.1448, 0.1505]
}


[4]
{
  "formula": "C34H37BaN4O3PS",
  "method": "wB97M-V/def2-TZVPD",
  "e_lumo_ev": -4.873,
  "charge": 2,
  "homo_energy_ev": -12.697,
  "largest_force_ev_per_a": 1.15,
  "species": ["Ba", "S", "P", "O", "O", "O", "N", "N", "N", "N", "C", "C", "C", "C", "C", "C", "C", "C", "C", "C", "C", "C", "C", "C", "C", "C", "C", "C", "C", "C", "C", "C", "C", "C", "C", "C", "C", "C", "C", "C", "C", "C", "C", "C", "H", "H", "H", "H", "H", "H", "H", "H", "H", "H", "H", "H", "H", "H", "H", "H", "H", "H", "H", "H", "H", "H", "H", "H", "H", "H", "H", "H", "H", "H", "H", "H", "H", "H", "H", "H", "H"],
  "coordinates": [[0.1501, -0.9335, -1.2802], [-2.1159, -4.9915, -3.8212], [0.3861, 1.7006, 0.3116], [1.6072, -2.7039, -2.4805], [1.2583, -2.7513, 0.3752], [3.2886, -0.5728, -1.9738], [-2.4710, -1.3933, -0.4306], [1.7888, 3.1315, -1.9276], [-1.3212, -2.9008, -2.5967], [-4.1801, -2.8039, -0.2536], [-1.9309, 2.5453, -0.9904], [0.5683, -3.7284, 1.1588], [3.2751, 4.4602, -0.5323], [-1.0782, 2.7701, 0.0889], [-5.4640, -0.3984, 2.2440], [2.4296, -3.2529, -0.2758], [-2.4952, 4.5856, 0.7960], [1.3665, 0.0604, 2.2417], [1.5037, -0.5171, 3.4922], [3.1865, 4.2864, 1.8643], [4.3451, 0.2985, -1.5690], [-4.3984, 0.5059, 2.1248], [-3.0093, -2.5146, -0.8730], [2.4959, -2.2215, -3.4855], [-0.4578, 0.6547, 4.2349], [3.7224, -1.5421, -2.9124], [0.5902, -0.2150, 4.4944], [-1.3526, 3.8207, 0.9667], [-3.3420, 0.2686, 1.2725], [-3.3553, 4.3327, -0.2658], [-4.4425, -1.7916, 0.6455], [2.1860, 3.3380, 1.7536], [-3.3608, -0.9051, 0.5214], [-2.4732, -3.3061, -1.9670], [-5.5068, -1.5647, 1.5098], [-0.5902, 1.2459, 2.9853], [-1.0257, -3.6977, -3.5816], [2.0841, -3.7762, -1.6626], [3.7345, 4.8401, 0.7156], [1.7187, 2.9356, 0.5011], [2.2577, 3.5173, -0.6596], [0.3293, 0.9605, 1.9811], [-3.0352, -4.4323, -2.4998], [-3.0621, 3.3253, -1.1730], [0.3492, -4.6289, 0.5787], [-3.9339, -4.9463, -2.1988], [-2.7182, 5.3882, 1.4871], [-2.5317, 0.9717, 1.1672], [-1.4034, 1.9360, 2.8063], [1.9169, -1.4781, -4.0404], [4.2724, -1.0690, -3.7322], [3.6958, 4.9164, -1.4213], [-4.7706, -3.5969, -0.4353], [-4.4204, 1.4141, 2.7130], [-0.3687, -3.2817, 1.4876], [-0.6630, 4.0467, 1.7705], [-4.2513, 4.9253, -0.3928], [-6.3294, -2.2614, 1.5999], [-1.1752, 0.8785, 5.0137], [3.1084, -2.4044, -0.3682], [4.5082, 5.5929, 0.7881], [-3.7168, 3.1500, -2.0164], [3.5409, 4.5925, 2.8392], [-1.7120, 1.7449, -1.6932], [-0.1604, -3.5666, -4.2138], [2.3259, -1.1927, 3.6911], [1.2762, -4.5084, -1.5865], [2.0969, -0.1512, 1.4642], [0.7042, -0.6538, 5.4767], [2.9485, -4.2680, -2.1128], [0.7846, 3.1573, -2.0173], [5.1777, -0.2716, -1.1467], [4.7128, 0.8796, -2.4177], [1.1632, -4.0041, 2.0309], [3.9385, 0.9705, -0.8167], [2.2240, 3.6458, -2.6787], [1.7868, 2.8911, 2.6543], [-6.2751, -0.1700, 2.9220], [2.7928, -3.0242, -4.1653], [4.3912, -2.2656, -2.4290], [2.9105, -4.0280, 0.3250]],
  "atomic_forces_ev_per_a": [[-0.017, 0.130, 0.026], [0.118, 0.249, 0.132], [0.273, 1.054, 0.369], [0.286, -0.434, -0.187], [-0.022, -0.114, -0.169], [-0.290, -0.082, -0.108], [0.115, -0.140, -0.179], [0.109, -0.232, 0.003], [-0.081, 0.074, 0.093], [0.105, -0.124, -0.118], [0.096, -0.069, 0.088], [-0.090, -0.079, 0.095], [0.032, -0.029, -0.075], [0.089, -0.060, 0.182], [-0.063, -0.057, 0.022], [0.118, -0.022, -0.181], [-0.020, 0.051, 0.063], [-0.077, 0.035, -0.062], [0.018, -0.051, 0.033], [0.063, 0.041, 0.060], [0.030, 0.070, 0.070], [0.041, 0.041, -0.004], [-0.221, 0.337, 0.251], [0.304, 0.303, -0.020], [-0.086, 0.002, 0.033], [-0.095, -0.012, 0.108], [0.065, -0.044, -0.039], [-0.063, 0.009, -0.094], [0.076, -0.041, -0.045], [0.024, -0.071, -0.040], [0.215, 0.299, 0.061], [0.113, -0.007, -0.087], [-0.396, -0.194, 0.135], [-0.170, -0.561, -0.359], [-0.035, -0.057, 0.008], [0.039, -0.040, 0.036], [-0.160, -0.281, -0.157], [0.080, -0.147, 0.388], [-0.021, 0.020, -0.018], [-0.017, -0.113, -0.110], [-0.077, 0.006, 0.217], [-0.064, 0.019, -0.138], [0.015, 0.059, 0.039], [-0.097, 0.024, -0.061], [0.019, 0.045, -0.044], [0.017, -0.006, -0.007], [0.033, -0.003, -0.004], [-0.037, 0.039, 0.014], [0.016, 0.035, 0.016], [0.011, -0.090, -0.112], [0.029, -0.032, -0.006], [-0.031, -0.008, -0.009], [-0.024, -0.011, -0.018], [0.032, 0.003, -0.013], [0.038, 0.032, 0.020], [-0.013, -0.003, 0.039], [0.024, 0.036, -0.005], [-0.009, 0.022, -0.008], [0.013, 0.031, -0.010], [0.059, -0.056, 0.064], [0.025, -0.031, 0.017], [0.004, -0.024, 0.011], [-0.013, -0.015, -0.003], [-0.058, 0.012, -0.024], [-0.008, -0.013, 0.013], [0.002, 0.011, 0.005], [0.012, -0.005, -0.097], [0.041, -0.022, 0.047], [-0.035, -0.005, -0.003], [-0.003, 0.049, -0.072], [-0.107, 0.142, -0.048], [-0.051, -0.015, 0.025], [-0.051, 0.002, -0.002], [0.013, 0.046, -0.012], [0.005, 0.031, -0.013], [-0.065, 0.063, -0.043], [-0.069, -0.008, -0.006], [0.011, -0.013, 0.000], [-0.066, -0.019, 0.006], [0.036, 0.030, -0.015], [-0.062, -0.011, 0.038]],
  "lowdin_charge": [1.8580, 1.1238, 0.9294, -0.4060, -0.3880, -0.2704, 0.0203, 0.0914, -0.1030, 0.1913, -0.1378, -0.0555, -0.0290, -0.4044, -0.0592, -0.1771, -0.0476, -0.1361, -0.0648, -0.0704, -0.0570, -0.0557, -0.2945, -0.1721, -0.0493, -0.1982, -0.0560, -0.0793, -0.0113, -0.0513, -0.1731, -0.0820, -0.2130, -0.3250, 0.0020, -0.0883, -0.4515, -0.1515, -0.0608, -0.3161, -0.3392, -0.4062, -0.3124, -0.0637, 0.0983, 0.0876, 0.1170, 0.0690, 0.0937, 0.1331, 0.1460, 0.1166, 0.1696, 0.1130, 0.0963, 0.1133, 0.1163, 0.1207, 0.1165, 0.1205, 0.1154, 0.1138, 0.1117, 0.0762, 0.0868, 0.1137, 0.1313, 0.0946, 0.1151, 0.1477, 0.0618, 0.1033, 0.1022, 0.1062, 0.0849, 0.0943, 0.1057, 0.1157, 0.1466, 0.1380, 0.1481]
}